{
  "formula": "C4H12OS",
  "method": "the ωB97M-V functional and the def2-TZVPD basis",
  "e_above_lowest_ev": 2.736,
  "total_energy_ev": -17222.809,
  "homo_lumo_gap_ev": 9.622,
  "homo_ev": -8.54,
  "e_lumo_ha": 0.03979,
  "smiles": "CCO.CSC",
  "species": ["C", "C", "O", "H", "H", "H", "H", "H", "H", "C", "S", "C", "H", "H", "H", "H", "H", "H"],
  "positions_angstrom": [[3.6943, -4.9114, 0.0307], [4.3578, -3.5883, 0.1060], [5.0446, -3.2420, -1.0363], [3.5939, -5.3347, 0.9904], [4.3848, -5.6729, -0.4272], [2.7095, -4.9312, -0.5720], [3.9638, -2.6382, 0.3714], [4.8116, -3.6185, 1.0613], [4.5876, -3.4380, -1.8168], [-5.3977, 3.4347, -0.3895], [-3.6812, 3.1590, 0.3065], [-2.8088, 4.8551, 0.6018], [-6.1319, 2.6268, -0.2786], [-5.7111, 4.2485, 0.3183], [-5.4347, 3.8559, -1.4382], [-2.6389, 5.2726, -0.3287], [-1.9232, 4.4346, 1.2557], [-3.4203, 5.4879, 1.2451]],
  "forces_ev_per_angstrom": [[-1.620, -1.004, -2.335], [-0.752, 0.490, 0.284], [3.518, 0.439, 0.597], [-0.882, -0.282, 1.298], [-0.401, 1.030, -0.043], [1.415, -0.099, 1.031], [-2.939, 0.573, 0.100], [2.956, -0.552, 0.440], [-1.295, -0.594, -1.372], [0.354, 2.542, 0.492], [0.013, 0.114, -0.312], [-0.680, -3.349, 2.933], [0.843, -0.156, 0.099], [-0.353, -0.591, -0.917], [0.280, -0.662, 1.131], [0.966, 0.895, -1.554], [-1.435, 1.226, -1.763], [0.011, -0.018, -0.110]]
}